[1]
C2BrClFIO as an isolated structure at a distorted geometry, computed with the ωB97M-V functional and the def2-TZVPD basis.

CARTESIAN COORDINATES (ANGSTROEM)
1 C -0.15 -0.73 -0.74
2 C 0.18 0.43 0.61
3 O -0.69 -1.71 -0.40
4 F 1.37 -0.03 1.13
5 Cl 0.52 -0.23 -2.27
6 Br 0.26 2.08 -0.23
7 I -1.48 0.19 1.91

Output
E in Ha: -3583.16735
Largest force on an atom in eV/Å: 4.01
Energy relative to the best compared isomer or geometry (same formula, charge and spin) in eV: 0.9391

***

[2]
A 2-piece molecular cluster, C2BrClN2S overall at a distorted geometry, computed with the ωB97M-V functional and the def2-TZVPD basis.

CARTESIAN COORDINATES (ANGSTROEM)
1 C 1.80 1.03 -0.38
2 C -1.60 -0.36 -0.25
3 N 1.94 0.05 -0.93
4 N -0.86 -1.12 0.32
5 S 0.44 -1.92 0.60
6 Cl 1.65 2.21 0.75
7 Br -3.37 0.10 -0.12

Output
E in Ha: -3617.98813
Largest force on an atom in eV/Å: 3.15
Energy relative to the best compared isomer or geometry (same formula, charge and spin) in eV: 3.2329

***

[3]
A 2-piece molecular cluster, C2BrF3O overall at a distorted geometry, computed with the ωB97M-V functional and the def2-TZVPD basis.

CARTESIAN COORDINATES (ANGSTROEM)
1 C 0.53 0.44 1.04
2 C -1.14 0.16 -2.15
3 O -0.27 1.29 0.86
4 F 0.61 -0.69 0.42
5 F 1.52 0.40 1.89
6 F -1.72 -0.64 -2.98
7 Br -2.55 0.68 -0.94

Output
E in Ha: -3024.96471
Largest force on an atom in eV/Å: 1.74
Energy relative to the best compared isomer or geometry (same formula, charge and spin) in eV: 1.6027

***

[4]
A 2-piece molecular cluster, C2BrF3S overall at a distorted geometry, computed with the ωB97M-V functional and the def2-TZVPD basis.

CARTESIAN COORDINATES (ANGSTROEM)
1 C 0.28 -1.06 0.55
2 C -0.34 0.94 -0.31
3 F 0.12 -0.89 1.83
4 F -1.42 0.70 -1.05
5 F 0.68 1.22 -1.12
6 S 0.70 -2.29 -0.32
7 Br -0.61 2.24 1.03

Output
E in Ha: -3347.89945
Largest force on an atom in eV/Å: 3.89
Energy relative to the best compared isomer or geometry (same formula, charge and spin) in eV: 2.0349

***

[5]
One molecule with the formula C2BrF3S at a distorted geometry, computed with the ωB97M-V functional and the def2-TZVPD basis.

CARTESIAN COORDINATES (ANGSTROEM)
1 C -0.07 0.41 -0.01
2 C -1.05 -0.44 -0.12
3 F 3.52 0.05 0.40
4 F -0.17 1.70 0.34
5 F -1.19 -1.78 -0.19
6 S 1.92 -0.13 -0.39
7 Br -2.95 0.21 -0.04

Output
E in Ha: -3347.84086
Largest force on an atom in eV/Å: 4.28
Energy relative to the best compared isomer or geometry (same formula, charge and spin) in eV: 3.6294

***

[6]
C2CaFLiO2 as an isolated structure, computed with the ωB97M-V functional and the def2-TZVPD basis.

CARTESIAN COORDINATES (ANGSTROEM)
1 Li -0.50 1.12 -1.92
2 O 1.10 0.53 -1.31
3 C 0.83 -0.05 -0.13
4 C -0.42 -0.20 0.37
5 O -0.78 -0.78 1.49
6 F -1.53 0.39 -0.35
7 Ca 1.30 -1.00 1.85

Output
E in Ha: -1011.65363
Largest force on an atom in eV/Å: 0.89